1.
Molecular formula: C16H37N4O3
Method: DFT, ωB97M-V/def2-TZVPD

Element x y z (Å)
C1 -1.567 -2.194 3.490
N1 -0.384 -2.335 4.340
C2 0.839 -1.845 3.725
N2 1.557 -0.880 4.569
C3 1.214 0.366 4.707
N3 0.126 0.902 4.068
N4 1.991 1.173 5.525
C4 3.013 1.903 4.686
H1 -1.401 -2.720 2.554
H2 -2.420 -2.639 3.988
H3 -1.794 -1.154 3.228
H4 -0.521 -1.858 5.220
H5 1.532 -2.671 3.576
H6 0.660 -1.425 2.733
H7 2.371 -1.216 5.062
H8 -0.184 0.385 3.256
H9 -0.642 1.171 4.669
H10 1.361 1.900 5.852
H11 3.987 1.439 4.785
H12 2.730 1.878 3.637
H13 3.074 2.933 5.013
C5 3.351 -0.284 0.203
C6 4.676 0.099 -0.449
C7 5.207 1.146 0.521
O1 4.715 0.778 1.821
C8 3.713 -0.223 1.677
H14 2.975 -1.260 -0.103
H15 2.590 0.457 -0.029
H16 5.347 -0.762 -0.478
H17 4.569 0.481 -1.462
H18 4.832 2.145 0.278
H19 6.295 1.183 0.555
H20 4.130 -1.177 2.029
H21 2.861 0.036 2.316
C9 -0.686 -0.631 -3.084
C10 -1.501 -0.624 -1.797
C11 -0.415 -0.471 -0.741
O2 0.634 0.283 -1.345
C12 0.408 0.375 -2.762
H22 -1.265 -0.356 -3.964
H23 -0.254 -1.621 -3.251
H24 -2.164 0.244 -1.784
H25 -2.107 -1.518 -1.654
H26 -0.015 -1.450 -0.440
H27 -0.764 0.054 0.154
H28 0.091 1.395 -2.997
H29 1.343 0.173 -3.285
C13 -5.099 0.329 -6.287
C14 -5.922 0.347 -5.002
C15 -4.838 0.502 -3.946
O3 -3.784 1.257 -4.551
C16 -4.006 1.337 -5.965
H30 -5.668 0.596 -7.176
H31 -4.667 -0.662 -6.443
H32 -6.585 1.214 -4.992
H33 -6.527 -0.546 -4.856
H34 -4.437 -0.473 -3.644
H35 -5.186 1.025 -3.054
H36 -4.320 2.356 -6.211
H37 -3.069 1.131 -6.483

Computed properties:
- LUMO (Ha) = -0.1297
- charge = +1
- E_HOMO (eV) = -11.123

2.
Molecular formula: C29H32Cl2F5N7O5Sc
Method: DFT, ωB97M-V/def2-TZVPD

Element x y z (Å)
Sc1 0.431 0.596 -0.029
N1 -1.679 -3.827 1.457
C1 -0.437 -3.341 0.717
C2 0.273 -2.356 1.621
C3 0.796 -2.987 2.915
N2 1.889 -2.153 3.408
C4 1.283 -4.431 2.684
C5 1.657 -4.728 1.234
N3 2.713 -3.822 0.791
C6 0.432 -4.543 0.323
H1 -2.252 -3.021 1.761
H2 -1.410 -4.352 2.291
H3 -2.249 -4.433 0.868
H4 -0.821 -2.829 -0.164
H5 -0.380 -1.512 1.856
H6 1.137 -2.011 1.051
H7 -0.033 -3.019 3.640
H8 2.081 -2.356 4.383
H9 1.638 -1.171 3.343
H10 0.519 -5.155 2.994
H11 2.140 -4.618 3.335
H12 1.957 -5.781 1.174
H13 3.171 -4.172 -0.042
H14 3.409 -3.679 1.512
H15 -0.171 -5.458 0.321
H16 0.771 -4.396 -0.702
N4 -2.549 1.547 -2.385
N5 -3.145 1.738 -1.138
C7 -2.594 1.289 0.028
O1 -3.137 1.547 1.094
O2 -1.504 0.571 -0.094
H17 -2.300 2.439 -2.795
H18 -3.188 1.065 -3.004
H19 -3.961 2.321 -1.038
Cl1 -0.537 1.367 6.470
C8 -1.270 -0.026 5.734
C9 -1.262 -1.183 6.495
C10 -1.846 -2.352 6.042
C11 -2.459 -2.338 4.802
C12 -2.446 -1.185 4.042
Cl2 -3.300 -1.230 2.510
C13 -1.848 0.030 4.446
N6 -1.854 1.107 3.599
C14 -1.768 2.497 3.955
C15 -2.924 3.159 4.335
C16 -2.900 4.521 4.599
C17 -1.713 5.222 4.468
C18 -0.560 4.560 4.072
C19 -0.570 3.197 3.811
C20 0.708 2.483 3.447
C21 0.665 1.827 2.099
O3 0.462 2.482 1.042
O4 0.858 0.558 2.011
H20 -0.796 -1.143 7.470
H21 -1.852 -3.241 6.656
H22 -2.993 -3.206 4.435
H23 -2.361 0.994 2.718
H24 -3.846 2.597 4.416
H25 -3.806 5.029 4.900
H26 -1.682 6.285 4.669
H27 0.367 5.111 3.969
H28 0.944 1.716 4.183
H29 1.527 3.205 3.428
F1 1.221 -0.360 -6.609
C22 1.111 -0.525 -5.293
C23 0.863 0.562 -4.470
F2 0.728 1.783 -4.980
C24 0.761 0.352 -3.113
F3 0.536 1.413 -2.274
C25 0.882 -0.894 -2.503
O5 0.763 -1.010 -1.194
C26 1.132 -1.964 -3.361
F4 1.259 -3.199 -2.852
C27 1.246 -1.785 -4.729
F5 1.487 -2.832 -5.512
C28 5.189 1.665 -0.786
C29 3.786 1.358 -0.567
N7 2.682 1.117 -0.395
H30 5.687 1.787 0.175
H31 5.273 2.588 -1.357
H32 5.658 0.852 -1.337

Computed properties:
- LUMO (Ha) = -0.0860
- charge = +1
- E_HOMO (eV) = -10.313
- ΔE to the lowest compared entry with this formula, charge and spin (eV) = 0.1683

3.
Molecular formula: C5H9NO
Method: DFT, ωB97M-V/def2-TZVPD

Element x y z (Å)
C1 -2.166 -0.402 -0.071
C2 -0.669 -0.151 -0.145
C3 -0.229 1.218 0.350
C4 2.438 0.457 -0.488
O1 2.836 -0.758 -0.528
C5 0.026 -1.170 0.608
N1 0.579 -1.980 1.218
H1 -2.685 0.343 -0.677
H2 -2.507 -0.303 0.961
H3 -2.434 -1.392 -0.449
H4 -0.357 -0.290 -1.185
H5 -0.708 1.990 -0.258
H6 -0.460 1.381 1.405
H7 0.979 1.329 0.374
H8 2.865 1.029 -1.325
H9 2.492 -1.301 0.211

Computed properties:
- LUMO (Ha) = 0.0208
- E_HOMO (eV) = -8.226
- ΔE to the lowest compared entry with this formula, charge and spin (eV) = 4.4317

4.
Molecular formula: C17H16Cl2Pd
Method: DFT, ωB97M-V/def2-TZVPD

Element x y z (Å)
C1 -0.019 1.400 0.462
C2 -0.967 1.958 -0.439
C3 -0.472 1.755 -1.784
H1 -1.908 2.435 -0.155
C4 0.779 1.074 -1.671
C5 1.028 0.852 -0.301
H2 1.900 0.375 0.115
H3 -0.122 1.331 1.531
H4 -0.946 2.099 -2.712
H5 1.429 0.769 -2.500
Pd1 -1.873 -0.566 -1.105
Cl1 -1.818 -0.620 1.692
C6 -3.517 -1.684 -1.347
C7 -2.787 -1.587 -2.589
C8 -2.706 -0.201 -2.942
H6 -2.412 -2.418 -3.168
C9 -3.383 0.562 -1.941
C10 -3.854 -0.345 -0.935
H7 -4.328 -0.087 0.013
H8 -3.663 -2.590 -0.759
H9 -2.254 0.182 -3.869
H10 -3.528 1.648 -1.945
Cl2 -0.590 -3.607 0.591
C11 1.026 -3.316 0.143
C12 2.050 -3.794 0.947
C13 3.388 -3.522 0.607
C14 3.677 -2.706 -0.500
C15 2.650 -2.207 -1.288
C16 1.289 -2.591 -1.070
C17 0.261 -2.264 -1.962
H11 1.805 -4.403 1.820
H12 4.190 -3.957 1.206
H13 4.722 -2.478 -0.748
H14 2.873 -1.550 -2.134
H15 0.506 -1.594 -2.776
H16 -0.570 -2.950 -2.057

Computed properties:
- LUMO (spin up / spin down) (Ha) = 0.2061 / 0.2058
- charge = -2
- E_HOMO (spin up / spin down) (eV) = 0.539 / 0.524
- 2S+1 = 3
- ΔE to the lowest compared entry with this formula, charge and spin (eV) = 0.2626

5.
Molecular formula: C6H10O
Method: DFT, ωB97M-V/def2-TZVPD

Element x y z (Å)
C1 -0.214 -0.069 -2.115
C2 -0.370 -0.001 -0.639
C3 -0.889 0.902 0.209
C4 -0.085 0.977 1.483
C5 1.009 -0.096 1.293
C6 0.476 -0.973 0.158
O1 -0.598 -1.868 0.431
H1 -0.082 -1.087 -2.494
H2 0.740 0.459 -2.250
H3 -0.988 0.454 -2.674
H4 -1.808 1.475 0.097
H5 -0.704 0.811 2.365
H6 0.341 1.989 1.583
H7 1.940 0.364 0.924
H8 1.246 -0.630 2.215
H9 1.281 -1.444 -0.426
H10 -1.295 -1.261 -0.159

Computed properties:
- LUMO (Ha) = 0.0323
- E_HOMO (eV) = -8.887
- SMILES = CC1=CCC[C@H]1O
- ΔE to the lowest compared entry with this formula, charge and spin (eV) = 1.6865

6.
Molecular formula: C3H9N3O
Method: DFT, ωB97M-V/def2-TZVPD

Element x y z (Å)
C1 1.161 1.422 1.112
C2 -0.196 0.954 0.682
N1 -1.029 0.347 1.419
H1 -0.739 0.247 2.401
H2 -0.501 0.918 -0.638
H3 1.361 2.425 0.731
H4 1.271 1.419 2.200
H5 1.905 0.748 0.674
C3 0.102 -1.187 -1.026
N2 -0.476 -0.094 -1.821
N3 -0.854 -1.907 -0.360
O1 1.296 -1.365 -1.016
H6 -0.453 -2.548 0.310
H7 -1.606 -1.353 0.054
H8 -1.405 -0.259 -2.189
H9 0.164 0.234 -2.534

Computed properties:
- LUMO (Ha) = 0.0336
- E_HOMO (eV) = -8.516
- ΔE to the lowest compared entry with this formula, charge and spin (eV) = 1.7238

7.
Molecular formula: C41H48N8O3
Method: DFT, ωB97M-V/def2-TZVPD

Element x y z (Å)
O1 -17.129 6.241 -18.150
C1 -16.746 5.907 -19.219
O2 -15.556 5.562 -19.464
C2 -15.295 5.242 -20.841
C3 -16.702 5.294 -21.343
O3 -17.470 5.395 -20.159
H1 -14.605 5.901 -21.368
H2 -14.809 4.268 -20.898
H3 -17.008 4.397 -21.881
H4 -16.846 6.130 -22.029
C4 -26.444 -3.251 -17.347
C5 -27.410 -3.313 -16.311
C6 -27.442 -2.201 -15.436
N1 -26.606 -1.049 -15.623
C7 -25.702 -1.087 -16.665
C8 -25.520 -2.211 -17.499
H5 -26.381 -4.019 -18.102
H6 -27.990 -4.223 -16.343
H7 -28.028 -2.138 -14.531
H8 -25.140 -0.168 -16.732
H9 -24.737 -2.194 -18.243
C9 -18.645 -10.208 -21.733
C10 -18.244 -10.676 -20.434
C11 -17.354 -11.782 -20.396
N2 -16.988 -12.529 -21.467
C12 -17.368 -12.097 -22.678
C13 -18.192 -10.988 -22.859
H10 -19.228 -9.301 -21.793
H11 -18.430 -10.156 -19.506
H12 -16.952 -12.052 -19.431
H13 -17.038 -12.687 -23.520
H14 -18.286 -10.581 -23.855
C14 -19.702 -3.482 -12.655
C15 -18.429 -3.585 -12.046
C16 -17.334 -4.033 -12.752
N3 -17.341 -4.400 -14.001
C17 -18.607 -4.495 -14.533
C18 -19.800 -3.984 -13.932
H15 -20.577 -3.184 -12.096
H16 -18.290 -3.191 -11.050
H17 -16.354 -3.804 -12.362
H18 -18.598 -5.053 -15.458
H19 -20.804 -3.928 -14.327
C19 -25.416 2.314 -22.046
C20 -25.459 0.894 -22.166
C21 -24.240 0.297 -22.550
N4 -23.103 0.945 -22.792
C22 -23.124 2.266 -22.575
C23 -24.253 3.052 -22.274
H20 -26.209 2.869 -21.567
H21 -26.267 0.401 -21.645
H22 -24.082 -0.737 -22.818
H23 -22.167 2.712 -22.802
H24 -24.150 4.085 -21.973
C24 -13.471 2.516 -14.833
C25 -14.054 1.617 -13.963
C26 -13.445 1.392 -12.710
N5 -12.225 1.986 -12.418
C27 -11.564 2.716 -13.351
C28 -12.185 3.070 -14.509
H25 -13.994 2.570 -15.776
H26 -15.042 1.286 -14.248
H27 -13.872 0.839 -11.887
H28 -10.651 3.211 -13.056
H29 -11.622 3.706 -15.176
C29 -10.833 -2.708 -14.955
C30 -11.607 -2.615 -16.122
C31 -11.556 -3.771 -16.981
N6 -10.947 -4.941 -16.565
C32 -10.230 -4.991 -15.457
C33 -10.074 -3.866 -14.649
H30 -10.575 -1.832 -14.377
H31 -12.137 -1.690 -16.294
H32 -12.233 -3.907 -17.811
H33 -9.638 -5.863 -15.225
H34 -9.486 -3.800 -13.746
C34 -9.997 0.959 -24.959
C35 -10.705 0.035 -25.893
C36 -12.020 -0.601 -25.382
C37 -13.188 0.379 -25.195
N7 -14.056 1.115 -25.128
H35 -10.640 1.809 -24.730
H36 -9.025 1.281 -25.334
H37 -9.820 0.388 -24.048
H38 -9.960 -0.719 -26.146
H39 -11.035 0.613 -26.756
H40 -11.883 -1.222 -24.497
H41 -12.466 -1.292 -26.098
C38 -19.213 -0.621 -18.568
C39 -18.203 -0.419 -19.751
C40 -17.234 -1.497 -20.200
C41 -17.928 -2.693 -20.817
N8 -18.462 -3.609 -21.304
H42 -18.680 -0.348 -17.657
H43 -19.607 -1.636 -18.519
H44 -20.102 0.005 -18.644
H45 -17.657 0.491 -19.499
H46 -18.733 -0.118 -20.654
H47 -16.584 -1.718 -19.354
H48 -16.487 -1.239 -20.951

Computed properties:
- LUMO (Ha) = -0.0010
- E_HOMO (eV) = -9.468
- SMILES = O=C1OCCO1.c1ccncc1.c1ccncc1.c1ccncc1.c1ccncc1.c1ccncc1.c1ccncc1.CCCC#N.CCCC#N
- ΔE to the lowest compared entry with this formula, charge and spin (eV) = 4.2477

8.
Molecular formula: C2H3Cl2P
Method: DFT, ωB97M-V/def2-TZVPD

Element x y z (Å)
C1 0.430 -0.039 0.099
C2 -0.019 1.205 0.233
P1 0.964 2.580 -0.276
Cl1 1.588 2.222 3.040
Cl2 -0.421 3.967 -0.850
H1 -0.179 -0.913 0.381
H2 1.444 -0.349 -0.312
H3 -0.976 1.146 0.645

Computed properties:
- LUMO (spin up / spin down) (Ha) = -0.0884 / -0.1224
- E_HOMO (spin up / spin down) (eV) = -10.176 / -8.655
- ΔE to the lowest compared entry with this formula, charge and spin (eV) = 2.7876

Calculated max |F|, 0.80; 0.16; 3.20; 9.66; 4.15; 4.62; 7.00; 2.87 eV Å⁻¹ (same order as the records).